#1
CH10N2O2 | ωB97M-V with the def2-TZVPD basis set

CARTESIAN COORDINATES (ANGSTROEM)
N 3.142 -0.474 -0.539
C 2.295 0.386 0.216
N 0.927 -0.098 0.331
H 2.955 -1.408 -0.186
H 2.798 -0.504 -1.492
H 2.760 0.563 1.183
H 2.264 1.324 -0.349
H 0.401 0.215 1.136
H 0.793 -1.100 0.293
O -5.850 2.059 -3.280
H -5.650 2.286 -4.191
H -5.659 1.127 -3.160
O -0.666 -1.437 3.033
H 0.286 -1.591 3.019
H -0.795 -1.346 3.987

LUMO	0.67	eV
highest occupied orbital energy	-0.33258	hartree
total charge	0
structure (SMILES)	NCN.O.O

Mulliken atomic charge list, values in e, 2 entries:
1. N -0.589
2. C -0.242



#2
CH10N2O2 | ωB97M-V with the def2-TZVPD basis set

CARTESIAN COORDINATES (ANGSTROEM)
N -0.769 0.723 0.142
C -0.707 -0.750 0.040
N -0.105 -1.263 -1.149
H -0.135 1.189 0.860
H -0.393 0.969 -0.698
H -1.849 -1.049 0.236
H -0.300 -1.170 0.905
H -0.445 -2.111 -1.475
H 0.867 -1.130 -1.124
O -2.137 3.891 0.331
H -1.539 4.491 -0.049
H -1.931 3.030 -0.095
O 3.332 -2.203 0.374
H 2.431 -2.204 0.479
H 3.680 -2.412 1.222

LUMO	0.60	eV
highest occupied orbital energy	-0.33919	hartree
total charge	0
structure (SMILES)	NCN.O.O

Mulliken atomic charge list, values in e, 2 entries:
1. N -0.543
2. C -0.287



Which structure wins on stability? #1 wins.



#1
C4H7N3O2 | ωB97M-V with the def2-TZVPD basis set

CARTESIAN COORDINATES (ANGSTROEM)
H -3.352 -0.077 1.237
N -2.457 -0.383 0.851
C -1.633 0.559 0.619
N -1.772 1.885 0.923
C 0.035 0.032 0.520
O 0.817 0.310 1.368
N 0.060 -0.408 -0.742
C 1.182 -0.817 -1.494
C 2.426 -1.129 -0.708
O 1.047 -1.004 -2.675
H -0.956 2.474 0.943
H -2.527 2.182 1.524
H -1.047 -0.008 -0.856
H 2.206 -1.839 0.090
H 2.800 -0.224 -0.225
H 3.170 -1.553 -1.377

LUMO	0.40	eV
highest occupied orbital energy	-0.35752	hartree
total charge	0
structure (SMILES)	[H]/N=C(\N)C(=O)NC(C)=O

Mulliken atomic charge list, values in e, 2 entries:
1. H 0.224
2. N -0.561



#2
C4H7N3O2 | ωB97M-V with the def2-TZVPD basis set

CARTESIAN COORDINATES (ANGSTROEM)
C -2.640 -2.605 3.076
C -0.113 1.497 -1.276
C -0.955 -0.273 0.050
C 1.433 -0.056 -0.227
N -2.222 -3.011 4.057
N 0.073 0.443 -0.529
N -2.289 0.204 0.201
O -3.049 -0.598 0.697
O -2.615 1.328 -0.189
H -3.065 -2.210 2.189
H -1.022 1.922 -1.442
H 0.807 1.910 -1.818
H -0.742 -1.204 0.684
H 2.239 0.621 0.093
H 1.320 -0.847 0.398
H 1.710 -0.549 -1.184

LUMO (spin up / spin down)	-0.45 / -0.45	eV
highest occupied orbital energy (spin up / spin down)	-0.31015 / -0.31015	hartree
total charge	0

Mulliken atomic charge list, values in e, 2 entries:
1. C 0.088
2. C -0.381



Which structure wins on stability? #1 wins.



#1
C5H6OS2 | ωB97M-V with the def2-TZVPD basis set

CARTESIAN COORDINATES (ANGSTROEM)
C -0.668 0.719 2.493
C -0.522 0.961 1.132
C -0.008 0.005 0.121
S 1.076 1.009 -1.092
C 1.333 -0.421 -2.112
S -0.481 -1.194 -2.303
C -0.818 -0.756 -0.698
O -1.889 -0.961 -0.022
H -1.127 1.373 3.123
H -0.102 -0.121 3.142
H -1.128 1.807 0.694
H 0.642 -0.779 0.499
H 1.584 -0.340 -3.237
H 2.108 -1.304 -1.738

LUMO	0.19	eV
highest occupied orbital energy	-0.33595	hartree
total charge	0
structure (SMILES)	C=C[C@@H]1SCSC1=O

Mulliken atomic charge list, values in e, 2 entries:
1. C -0.795
2. C -0.187



#2
C5H6OS2 | ωB97M-V with the def2-TZVPD basis set

CARTESIAN COORDINATES (ANGSTROEM)
S 3.105 -0.493 -0.384
C 2.191 0.159 0.767
C 0.680 0.200 0.788
C 0.051 1.451 0.104
C -0.662 0.445 -0.746
C -2.195 0.462 -0.572
S -3.072 -0.605 0.245
O -0.095 -0.691 -0.084
H 2.530 0.834 1.576
H 0.320 0.079 1.796
H -0.629 1.993 0.757
H 0.786 2.118 -0.453
H -0.408 0.450 -1.830
H -2.761 1.327 -0.989

LUMO	-0.56	eV
highest occupied orbital energy	-0.32309	hartree
total charge	0
structure (SMILES)	S=C[C@H]1C[C@H](C=S)O1

Mulliken atomic charge list, values in e, 2 entries:
1. S -0.183
2. C -0.490



#3
C5H6OS2 | ωB97M-V with the def2-TZVPD basis set

CARTESIAN COORDINATES (ANGSTROEM)
O -1.859 0.083 -1.665
C -0.993 0.015 -0.782
C 0.716 -0.008 -1.185
C 1.677 -0.955 -0.458
S 3.201 -0.762 0.340
C -1.204 0.003 0.740
C -0.455 0.982 1.438
S -1.160 2.522 1.777
H 0.585 -0.580 -2.209
H 1.043 1.102 -1.271
H 1.376 -2.155 -0.461
H -2.376 0.071 0.717
H -1.090 -1.040 1.311
H 0.537 0.721 1.708

LUMO	-1.33	eV
highest occupied orbital energy	-0.33667	hartree
total charge	0
structure (SMILES)	O=C(CC=S)CC=S

Mulliken atomic charge list, values in e, 2 entries:
1. O -0.505
2. C 0.542



Which structure wins on stability? #2 wins.



#1
C8H10N2S | ωB97M-V with the def2-TZVPD basis set

CARTESIAN COORDINATES (ANGSTROEM)
C 0.496 1.650 -2.125
C 0.867 -0.950 0.098
C 0.291 -0.295 1.106
C 0.806 0.388 -1.912
C 0.977 -0.781 -1.333
C -1.711 0.876 0.590
C 1.539 -1.955 -2.107
C -0.219 1.659 2.270
N 0.190 2.790 -2.342
N -0.536 0.784 1.184
S -1.972 -0.349 -0.664
H 1.340 -1.931 0.352
H 0.650 -0.623 2.037
H -2.404 1.747 0.658
H 0.970 -2.773 -1.920
H 2.593 -2.088 -1.872
H 1.559 -1.731 -3.231
H 0.772 1.396 2.493
H -0.089 2.755 1.751
H -1.000 1.759 2.999
H -3.375 -0.285 -0.707

LUMO (spin up / spin down)	-1.11 / -1.11	eV
highest occupied orbital energy (spin up / spin down)	-0.22050 / -0.22050	hartree
total charge	0

Mulliken atomic charge list, values in e, 2 entries:
1. C 0.022
2. C -0.031



#2
C8H10N2S | ωB97M-V with the def2-TZVPD basis set

CARTESIAN COORDINATES (ANGSTROEM)
C -2.247 -1.701 0.208
C -3.193 -0.771 0.283
C -0.926 -1.114 0.253
C -1.025 0.277 0.064
C 1.372 -1.187 0.667
C 1.727 0.091 0.031
C 2.015 -0.197 -1.488
C 0.103 2.304 0.614
N 0.246 -1.763 0.703
N 0.069 1.084 -0.112
S -2.638 0.859 0.055
H -2.429 -2.713 0.239
H -4.319 -0.932 0.247
H 2.150 -1.773 1.104
H 2.478 0.685 0.473
H 1.146 -0.639 -1.845
H 2.868 -0.868 -1.558
H 2.160 0.555 -2.319
H 0.977 2.169 1.319
H 0.297 3.100 -0.098
H -0.831 2.534 1.158

LUMO	0.75	eV
highest occupied orbital energy	-0.27227	hartree
total charge	0

Mulliken atomic charge list, values in e, 2 entries:
1. C -0.776
2. C -0.314



Which structure wins on stability? #2 wins.